1.
A 7-piece molecular cluster, C41H37O25PS overall, computed with ωB97M-V with the def2-TZVPD basis set.

Cartesian coordinates (Å):
O: -0.75 -5.45 1.00
C: -0.28 -4.52 0.37
C: 0.16 -4.65 -1.03
C: 0.68 -3.62 -1.69
O: 1.09 -3.74 -3.00
C: 0.85 -2.29 -1.03
O: 1.35 -1.36 -1.66
C: 0.40 -2.15 0.36
C: -0.13 -3.18 1.01
O: -0.56 -3.05 2.32
H: 0.03 -5.62 -1.49
H: 1.43 -2.86 -3.25
H: 0.51 -1.17 0.82
H: -0.90 -3.94 2.57
O: 3.03 -1.53 -5.86
C: 3.40 -1.49 -7.03
C: 2.73 -2.24 -8.10
C: 3.18 -2.19 -9.35
O: 2.55 -2.90 -10.36
C: 4.36 -1.37 -9.72
O: 4.76 -1.36 -10.88
C: 5.02 -0.60 -8.66
C: 4.58 -0.65 -7.40
O: 5.19 0.08 -6.40
H: 1.87 -2.84 -7.82
H: 3.06 -2.70 -11.18
H: 5.87 0.01 -8.94
H: 4.68 -0.13 -5.58
O: -2.55 -10.16 5.91
C: -2.08 -9.22 5.27
C: -1.64 -9.36 3.87
C: -1.12 -8.32 3.21
O: -0.71 -8.45 1.90
C: -0.95 -7.00 3.87
O: -0.45 -6.07 3.25
C: -1.40 -6.85 5.26
C: -1.93 -7.89 5.92
O: -2.36 -7.76 7.22
H: -1.77 -10.33 3.41
H: -0.37 -7.56 1.65
H: -1.29 -5.88 5.72
H: -2.70 -8.64 7.48
O: 4.16 2.28 5.32
C: 3.33 1.89 4.51
C: 2.05 2.58 4.31
C: 1.15 2.11 3.44
O: -0.06 2.76 3.25
C: 1.41 0.89 2.64
O: 0.57 0.48 1.85
C: 2.71 0.21 2.82
C: 3.60 0.67 3.69
O: 4.82 0.05 3.86
H: 1.86 3.46 4.91
H: -0.53 2.23 2.56
H: 2.89 -0.67 2.22
H: 5.29 0.57 4.55
O: -3.95 1.85 9.44
C: -2.98 2.10 8.73
C: -3.10 2.84 7.46
C: -2.03 3.08 6.71
O: -2.14 3.78 5.52
C: -0.67 2.63 7.12
O: 0.29 2.85 6.40
C: -0.54 1.91 8.40
C: -1.62 1.67 9.15
O: -1.50 1.00 10.36
H: -4.09 3.16 7.17
H: -1.23 3.83 5.16
H: 0.45 1.60 8.69
H: -2.42 0.95 10.72
O: -6.35 7.81 -1.04
C: -5.56 7.00 -1.49
C: -5.99 5.72 -2.08
C: -5.09 4.85 -2.55
O: -5.49 3.65 -3.11
C: -3.63 5.13 -2.48
O: -2.83 4.29 -2.89
C: -3.20 6.41 -1.91
C: -4.10 7.29 -1.45
O: -3.70 8.50 -0.91
H: -7.05 5.53 -2.12
H: -4.66 3.19 -3.36
H: -2.14 6.61 -1.88
H: -4.53 8.95 -0.65
C: 3.35 0.88 -3.12
O: 3.69 2.27 -3.50
C: 2.66 2.87 -4.37
C: 1.57 3.69 -3.44
C: -0.01 3.50 -3.97
C: -0.46 2.00 -3.42
P: -1.96 1.25 -4.34
S: -2.82 -0.13 -2.88
H: 2.35 0.79 -2.48
H: 4.22 0.53 -2.38
H: 3.25 0.17 -4.05
H: 2.02 2.06 -4.96
H: 3.25 3.58 -5.12
H: 1.58 3.15 -2.37
H: 1.85 4.81 -3.24
H: -0.03 3.60 -5.14
H: -0.68 4.31 -3.42
H: 0.48 1.27 -3.51
H: -0.72 2.05 -2.27
H: -1.51 0.40 -5.41
H: -2.31 0.27 -1.61

HOMO level: -8.233 eV
Structure (SMILES): O=C1C=C(O)C(=O)C=C1O.O=C1C=C(O)C(=O)C=C1O.O=C1C=C(O)C(=O)C=C1O.O=C1C=C(O)C(=O)C=C1O.O=C1C=C(O)C(=O)C=C1O.O=C1C=C(O)C(=O)C=C1O.COCCCCPS
Frontier orbital gap: 6.4 eV

Here are the Mulliken charges for atoms 1 to 5, given in e: O -0.5661; C 0.8872; C -0.8765; C 0.1307; O -0.5893


2.
An isolated ion of composition C3H5O2S2 and charge -1, computed with ωB97M-V with the def2-TZVPD basis set.

Cartesian coordinates (Å):
C: 0.76 0.41 -0.11
C: -0.82 0.09 0.36
S: -0.73 -0.14 2.19
S: -1.86 1.43 -0.26
C: -1.25 -1.28 -0.28
O: -1.84 -1.15 -1.35
O: -0.92 -2.33 0.22
H: 1.45 -0.36 0.36
H: 1.15 1.43 0.04
H: 0.67 0.05 -1.20
H: -0.35 -1.44 1.93
H: -1.96 0.52 -1.37

Total charge: -1
HOMO level: -4.642 eV
Structure (SMILES): CC(S)(S)C(=O)[O-]
Relative energy (zero: lowest compared OMol25 entry of this formula, charge and spin): 58.5 kJ/mol
Frontier orbital gap: 8.0 eV

Here are the Mulliken charges for atoms 1 to 5, given in e: C -0.9104; C 0.2401; S -0.3254; S -0.3786; C 0.5751


3.
A 2-piece molecular cluster, C4H13NO overall, computed with ωB97M-V with the def2-TZVPD basis set.

Cartesian coordinates (Å):
C: -1.89 -1.08 1.21
C: -0.53 -0.41 1.13
N: -0.11 0.14 -0.14
C: 0.99 1.11 -0.08
C: 0.85 1.86 -1.40
H: -2.15 -1.28 2.26
H: -1.97 -2.00 0.59
H: -2.58 -0.25 0.96
H: -0.55 0.45 1.87
H: 0.27 -1.00 1.59
H: -0.84 0.65 -0.60
H: 1.94 0.60 0.06
H: 0.95 1.79 0.81
H: 0.59 1.13 -2.17
H: -0.02 2.52 -1.25
H: 1.81 2.19 -1.82
O: 1.29 -1.94 -1.30
H: 0.80 -1.59 -0.52
H: 1.17 -2.89 -1.22

HOMO level: -8.973 eV
Structure (SMILES): CCNCC.O
Relative energy (zero: lowest compared OMol25 entry of this formula, charge and spin): 99.9 kJ/mol
Frontier orbital gap: 9.9 eV

Here are the Mulliken charges for atoms 1 to 5, given in e: C -1.1372; C -0.4771; N -0.3887; C -0.2764; C -1.2783


4.
C31H46BrMnN3OP2 as an isolated structure, computed with ωB97M-V with the def2-TZVPD basis set.

Cartesian coordinates (Å):
N: 4.72 2.11 -5.96
C: 4.30 0.88 -6.20
C: 3.70 0.06 -5.23
C: 3.45 0.63 -3.95
C: 3.92 1.95 -3.75
C: 4.55 2.64 -4.77
C: 2.62 0.04 -2.90
Mn: 0.58 0.09 -0.35
P: -3.79 1.00 2.04
C: 1.81 0.84 -2.03
C: 0.33 0.86 -2.30
C: -0.48 1.91 -1.73
C: -1.85 1.95 -1.97
C: -2.47 0.87 -2.62
C: -1.68 -0.13 -3.23
C: -0.31 -0.19 -3.03
Br: -4.21 0.45 -2.33
H: 2.46 -1.07 -2.88
H: 2.24 1.70 -1.47
H: 3.48 -0.98 -5.49
H: 3.85 2.42 -2.77
H: 4.50 0.51 -7.20
H: 4.96 3.62 -4.59
H: -0.07 2.79 -1.26
H: 0.24 -1.06 -3.35
H: -2.42 2.83 -1.63
H: -2.24 -0.90 -3.78
P: 1.74 0.56 1.92
C: -4.75 0.89 0.48
C: -6.03 1.73 0.34
H: -4.93 -0.17 0.23
H: -4.00 1.27 -0.24
H: -6.47 1.60 -0.65
H: -6.79 1.43 1.08
H: -5.82 2.80 0.46
C: -2.73 2.49 1.82
C: -3.12 3.57 2.86
H: -2.82 2.87 0.79
H: -1.68 2.19 1.97
H: -2.48 4.46 2.78
H: -4.17 3.90 2.73
H: -3.02 3.18 3.88
C: -2.85 -0.60 2.19
C: -3.56 -1.53 3.19
H: -1.82 -0.43 2.52
H: -2.85 -1.03 1.18
H: -2.83 -2.23 3.62
H: -4.00 -0.96 4.02
H: -4.37 -2.11 2.74
C: 1.64 -0.59 3.36
C: 2.90 -0.75 4.18
H: 1.27 -1.56 3.02
H: 0.86 -0.17 4.01
H: 3.64 -1.41 3.72
H: 3.41 0.21 4.35
H: 2.64 -1.16 5.16
C: 1.23 2.10 2.73
C: 1.68 3.38 2.06
H: 1.60 2.04 3.77
H: 0.13 2.02 2.77
H: 2.77 3.40 1.96
H: 1.25 3.51 1.06
H: 1.38 4.22 2.69
C: 3.55 0.81 1.60
C: 4.09 -0.46 0.97
H: 4.02 1.05 2.58
H: 3.67 1.68 0.93
H: 5.08 -0.27 0.56
H: 4.16 -1.25 1.72
H: 3.47 -0.82 0.14
N: -2.09 -6.05 -1.85
C: -1.83 -4.71 -1.78
O: -2.46 -3.91 -2.46
C: -0.78 -4.22 -0.84
C: -0.05 -5.05 0.05
C: 0.93 -4.46 0.84
C: 1.24 -3.10 0.68
N: 0.42 -2.27 -0.01
C: -0.56 -2.83 -0.77
H: -2.91 -6.31 -2.38
H: -1.53 -6.75 -1.40
H: -0.21 -6.13 0.12
H: 1.52 -5.05 1.56
H: 2.17 -2.72 1.11
H: -1.16 -2.14 -1.36

Total charge: +2
HOMO level (alpha / beta): -11.780 / -11.783 eV
Spin multiplicity: 6
⟨S²⟩: 9.004
Frontier orbital gap (alpha / beta): 4.2 / 4.7 eV

Here are the Mulliken charges for atoms 1 to 5, given in e: N -0.5058; C -0.3245; C -0.4897; C 0.4966; C -0.3368